166
Properties=species:S:1:pos:R:3:forces:R:3 method="wB97M-V/def2-TZVPD" max_force_ev_per_a=8.46 lumo_ev=1.8 total_charge=-1 de_lowest_kj_mol=167.38
C -40.0421 10.6479 3.4357 -0.9 -0.6 -1.8
F -38.8934 10.0123 3.3188 0.6 0.5 -0.8
F -40.9894 9.8161 2.8052 0.9 1.6 1.0
F -40.2808 10.7070 4.7026 -1.0 0.3 1.5
S -40.0179 12.4399 2.6664 -0.4 -1.3 -3.4
O -38.8882 13.0895 3.2518 -0.4 0.3 1.3
O -39.8542 12.2592 1.2156 -0.8 -0.5 2.2
N -41.5625 13.0034 3.0732 3.4 -5.6 1.3
S -41.7249 14.3949 2.6215 -3.0 7.0 -3.7
O -41.7163 15.4062 3.6769 0.5 -1.0 -0.9
O -41.1162 14.7180 1.2915 -0.8 -0.3 2.9
C -43.6458 14.5312 2.0521 1.9 -1.5 2.6
F -44.5679 14.2645 3.0911 1.1 -0.5 -1.7
F -43.8385 15.7793 1.7806 -0.4 1.3 -1.0
F -43.8160 13.7449 0.9864 -0.8 0.3 0.5
C -51.2653 16.3579 2.1404 -0.4 -2.1 0.2
O -50.3438 16.9664 1.2764 2.7 0.3 -2.6
P -49.4306 16.0482 0.2202 1.7 2.2 0.0
O -50.0211 14.9287 -0.4821 -1.0 -1.0 0.3
O -48.8918 17.1409 -1.0112 -3.7 -0.7 5.8
C -47.9362 16.7796 -1.8908 2.8 -0.5 0.1
O -48.0919 15.6083 1.1013 -1.4 1.5 -1.2
C -47.9556 14.3138 1.6296 0.3 -2.0 0.7
H -51.1854 16.5504 3.2103 0.5 1.1 -0.2
H -51.0275 15.2943 2.1201 -0.7 -0.4 -0.1
H -52.2731 16.5382 1.7663 0.0 -0.1 0.1
H -46.9614 16.8015 -1.4036 0.6 0.9 0.1
H -48.0013 17.6044 -2.6003 0.4 -1.0 -1.0
H -47.8684 15.7126 -2.1030 -1.2 0.0 -1.3
H -47.3028 13.6479 1.0653 0.0 0.4 -0.8
H -48.8708 13.7391 1.7717 -0.4 0.4 -0.3
H -47.4605 14.2835 2.6002 -0.1 0.9 0.2
C -44.8828 11.0604 -2.4158 -0.3 -1.4 1.7
O -45.5830 10.0979 -1.4689 1.2 -2.1 -0.2
P -45.0807 8.5140 -1.0660 -0.8 1.3 -2.0
O -45.1616 7.4841 -2.1841 0.6 2.4 2.8
O -43.5727 8.7577 -0.4459 -2.2 -1.5 -1.2
C -43.4041 9.5069 0.7342 0.7 1.6 0.2
O -46.1099 8.2699 0.1850 1.0 1.2 -1.5
C -45.9302 7.0945 0.9662 -0.2 -0.4 -0.5
H -44.0005 11.4053 -1.8766 -0.2 0.4 0.0
H -45.6539 11.8185 -2.5528 0.4 0.0 -0.1
H -44.5086 10.6356 -3.3473 -0.6 -0.4 0.0
H -43.3335 8.9017 1.6380 -0.1 -0.1 -0.2
H -44.1135 10.3264 0.8492 -0.6 -0.4 0.0
H -42.4908 10.0739 0.5534 0.4 -0.3 0.4
H -44.9063 6.7679 0.7844 0.0 -0.4 0.9
H -46.6101 6.3115 0.6305 0.1 0.0 -0.3
H -46.2347 7.3101 1.9903 0.6 0.2 0.0
C -35.6514 12.3392 3.9385 -0.3 -0.7 -1.8
O -36.6742 12.3907 4.9317 1.7 2.0 2.6
P -36.1096 13.1280 6.3273 -5.0 -0.8 -0.1
O -34.6931 13.0384 6.4705 2.2 0.1 0.4
O -37.0017 12.3962 7.4760 3.1 1.6 -1.1
C -38.3007 12.0764 7.2310 -3.3 -1.7 0.6
O -36.8064 14.6017 6.3794 0.1 -3.0 0.9
C -36.5817 15.3948 5.2717 0.7 2.1 -0.4
H -35.2397 11.3300 3.9392 -0.3 -0.2 -0.5
H -34.7558 12.9568 3.8701 -0.2 0.7 1.5
H -36.1821 12.6563 3.0408 0.0 -0.8 -0.4
H -38.9006 12.5933 6.4820 0.8 0.4 -0.5
H -38.9104 12.2098 8.1246 0.4 0.3 0.3
H -38.3912 11.0074 7.0387 0.1 -0.2 -0.5
H -36.7491 16.4146 5.6181 0.0 0.1 -0.2
H -37.2658 15.2482 4.4358 0.2 -0.5 0.0
H -35.5178 15.3370 5.0422 0.0 0.0 -0.7
C -46.4056 17.3822 3.8274 -0.8 -1.2 0.3
O -46.8060 18.2468 4.9899 1.0 -0.4 0.0
P -47.8770 17.5784 5.9679 -2.1 -2.0 -2.3
O -49.0617 17.1471 5.1454 1.4 0.3 1.9
O -48.2383 18.5646 7.1663 3.1 -0.2 -1.9
C -49.4181 18.6441 7.8517 -1.6 -0.2 1.5
O -47.0752 16.3237 6.6503 -1.6 2.2 -0.1
C -46.0176 16.7026 7.5406 1.3 -1.8 -0.6
H -45.3889 16.9998 3.7362 0.8 1.7 0.6
H -46.7813 17.7747 2.8824 0.1 0.4 0.5
H -46.7883 16.3675 3.9369 -1.2 0.2 0.2
H -50.1259 17.8506 7.6120 -0.2 0.3 -0.6
H -49.8160 19.6539 7.7510 -0.3 -0.2 -0.2
H -49.2169 18.4727 8.9092 0.2 0.2 0.2
H -46.2261 16.6005 8.6056 -0.6 0.4 -0.1
H -45.4862 17.6167 7.2759 -0.4 0.2 0.0
H -45.3565 15.8697 7.3013 0.7 0.2 0.5
C -37.2990 20.0307 1.0102 0.7 -0.9 0.7
O -36.7930 19.2353 2.1161 -0.3 -2.2 0.5
P -37.2992 17.7003 2.5316 0.0 1.3 -0.6
O -38.2401 17.7327 3.7094 2.4 -0.7 -2.2
O -37.9190 17.0936 1.1153 2.5 5.0 2.2
C -38.0047 15.7413 1.0349 -2.6 -2.2 0.4
O -35.8439 16.8478 2.6568 -1.7 1.4 0.5
C -34.9465 17.0214 1.5618 -0.5 0.0 -1.8
H -37.6874 20.9326 1.4833 -0.7 -0.3 -0.5
H -37.9263 19.3526 0.4316 -0.5 0.8 -0.1
H -36.4515 20.3399 0.3983 0.1 -0.2 0.0
H -39.0779 15.7031 0.8483 0.1 -1.6 -0.7
H -37.9413 15.2898 2.0249 0.6 -0.5 -0.1
H -37.3833 15.2903 0.2612 0.1 0.1 0.2
H -33.9023 16.7418 1.7021 -0.2 0.3 1.1
H -35.0491 18.0111 1.1169 0.4 0.3 0.5
H -35.2378 16.3998 0.7151 -0.4 -0.5 0.1
C -39.6475 8.0493 0.6869 -1.2 -0.4 1.2
O -38.7060 9.0587 0.4678 1.8 0.7 -1.3
P -37.6517 8.9069 -0.7506 -1.9 0.3 -0.3
O -36.6511 7.8598 -0.5606 0.0 0.5 -0.2
O -38.6959 8.5258 -1.9822 2.4 0.7 1.0
C -39.4759 9.5486 -2.5947 0.3 0.2 0.0
O -37.1707 10.4538 -0.9703 -0.2 -1.3 -0.4
C -36.7168 11.2532 0.1218 -0.1 -0.1 1.9
H -39.6980 8.0182 1.7753 -0.4 -0.4 -0.1
H -39.4640 7.0381 0.3236 0.7 0.2 -0.3
H -40.6183 8.3577 0.2990 0.0 0.1 -0.1
H -39.3044 10.4948 -2.0815 -0.8 0.0 0.4
H -40.4801 9.1249 -2.6037 -0.2 0.7 -0.1
H -39.1238 9.7846 -3.5989 0.0 -0.6 -0.3
H -36.7895 12.3339 -0.0003 -0.6 -0.2 -0.8
H -35.6890 11.1092 0.4551 0.3 -0.6 -0.7
H -37.3042 10.9867 1.0005 -0.2 0.3 0.0
C -46.0381 21.7296 -0.2840 -1.3 -0.2 0.0
O -44.7791 21.1234 -0.3424 2.5 -0.7 1.3
P -43.9993 20.9684 1.0931 0.5 0.0 1.8
O -44.7332 20.4541 2.2906 0.2 0.4 -2.0
O -42.6233 20.1813 0.8254 -1.1 1.6 0.0
C -42.5224 18.7550 0.8189 -0.8 0.0 -1.5
O -43.4780 22.4748 1.3493 0.7 -1.6 -0.5
C -43.2956 23.0528 2.6500 -1.1 1.7 0.0
H -46.3747 22.0519 -1.2694 0.6 0.1 -0.1
H -46.0242 22.5797 0.3981 -0.3 -0.1 0.0
H -46.7441 20.9463 -0.0081 -0.3 0.3 0.5
H -43.5260 18.3329 0.7679 0.1 -0.3 0.7
H -41.8932 18.3772 1.6248 -0.2 0.1 -0.1
H -42.1542 18.5671 -0.1897 0.7 -0.5 0.3
H -42.3943 23.6513 2.7824 0.3 -0.2 -1.0
H -43.3386 22.5135 3.5963 -0.5 -1.1 -0.7
H -44.1263 23.7536 2.5662 0.1 0.4 1.2
C -41.1499 11.0883 10.2142 1.4 -0.5 -2.5
O -42.3647 11.6615 9.6853 -0.9 0.0 -1.1
P -43.2479 11.1764 8.3906 -0.9 -2.0 -0.3
O -44.5897 10.6464 8.7739 1.6 0.8 -0.2
O -43.3786 12.4168 7.3574 0.6 -0.9 0.7
C -43.3353 12.3608 5.9187 0.8 0.4 -1.1
O -42.3715 10.0215 7.5799 -0.1 1.3 1.5
C -42.9589 8.9020 6.8871 -0.7 0.9 -0.2
H -40.6030 11.6101 10.9996 -1.4 0.3 0.5
H -40.4125 11.2005 9.4194 0.2 0.0 -0.3
H -41.1844 10.0033 10.3127 -0.6 0.1 0.6
H -42.4002 12.0214 5.4730 0.6 0.2 0.8
H -43.4688 13.3846 5.5693 0.0 0.0 0.2
H -44.0080 11.7455 5.3212 -1.0 -0.3 1.1
H -42.8436 9.1837 5.8405 0.1 -0.7 -0.2
H -44.0238 8.7978 7.0949 0.0 0.3 0.2
H -42.5022 7.9479 7.1504 0.5 0.4 0.0
C -41.8536 16.8318 8.1313 1.9 -0.8 0.5
C -40.9498 16.3944 6.9050 -1.0 0.1 -0.9
C -39.5651 15.8177 7.1767 -0.2 1.4 2.3
S -39.5682 15.5805 9.0115 2.1 1.5 1.5
O -38.7548 16.6096 9.7903 -2.3 -2.5 -2.2
O -39.2372 14.1574 9.1917 -0.8 1.5 0.4
C -41.3994 15.9032 9.2684 -0.4 -0.9 0.0
H -42.9150 16.9287 7.9029 0.0 -0.9 -0.1
H -41.6522 17.7958 8.5986 0.6 0.5 -0.9
H -40.8187 17.2428 6.2334 -0.3 -0.2 -0.2
H -41.3568 15.5459 6.3550 -1.2 0.6 -0.1
H -38.8857 16.6161 6.8780 0.7 -0.7 0.3
H -39.3524 14.8012 6.8458 0.0 0.5 -0.4
H -41.6803 16.3047 10.2420 0.8 0.1 0.1
H -41.8043 14.8911 9.2690 -0.1 -0.1 -0.4

---

39
Properties=species:S:1:pos:R:3:forces:R:3 method="wB97M-V/def2-TZVPD" max_force_ev_per_a=17.12 lumo_ev=-0.9 total_charge=0 de_lowest_kj_mol=1203.92
O -4.2046 -2.0886 -0.1887 2.8 -0.2 1.0
C -3.0527 -2.0561 0.3226 -5.5 3.1 -0.4
N -2.6091 -0.8937 1.0022 -2.5 -8.4 -3.3
H -1.7982 -1.0802 1.4249 3.7 0.7 2.1
C -3.3307 0.1562 0.7706 0.1 7.1 7.4
C -2.4640 1.1897 0.2770 0.6 5.2 0.6
C -2.1200 2.3518 0.9730 2.8 2.0 -5.1
C -1.1596 3.3400 0.0387 -3.3 -3.1 3.8
C -0.6617 2.9841 -1.1613 2.2 1.2 0.3
C -0.9392 1.7114 -1.6595 0.6 0.7 -3.2
C -1.9327 1.1219 -0.9897 -1.1 -7.2 -3.2
H -2.2721 0.0853 -1.5684 0.6 2.4 1.5
H -0.5442 1.2894 -2.7195 -1.0 1.2 2.8
H 0.1116 3.6993 -1.5308 -0.8 -0.8 -0.3
H -0.8637 4.2381 0.4927 0.2 1.1 0.5
H -2.5101 2.7304 1.8914 0.0 -0.1 0.5
H -4.2433 0.0517 0.3992 -3.5 -1.0 -2.2
H -3.6435 0.6538 2.0021 0.3 -1.1 -3.1
C -2.1277 -3.1233 0.3219 -7.8 -4.4 3.7
H -2.4012 -3.8191 -0.3762 0.5 -1.3 -2.9
H -2.4668 -3.8214 1.2002 0.2 1.0 -0.6
O -1.0137 -2.6472 0.5876 11.5 1.7 -1.3
C -0.0680 -2.9785 -0.5162 0.1 0.6 -0.4
O -0.3995 -3.8600 -1.2392 0.2 -0.4 -0.2
C 1.2069 -2.1830 -0.7580 -3.8 -0.1 4.0
C 1.4098 -1.1342 0.0570 -9.3 -2.9 1.2
C 2.5182 -0.4919 0.0963 5.7 10.0 -0.4
C 2.3443 1.2393 0.0464 -10.4 -12.1 -0.9
C 3.2855 1.9269 0.1805 12.0 12.2 0.2
C 4.6991 1.4449 0.1772 -4.1 5.5 0.3
C 4.9040 0.2321 0.1123 1.7 -11.1 -0.2
C 3.7964 -0.7916 0.0304 1.5 1.0 1.3
Cl 4.2248 -2.4090 0.3215 0.9 -1.2 -0.1
H 5.8771 -0.3918 0.1917 -1.2 1.9 -0.4
H 5.4673 2.1007 0.1060 2.1 2.2 0.3
H 3.2187 3.2279 0.0767 0.0 -4.0 0.5
H 1.3210 1.4573 -0.1256 -0.7 0.5 0.1
H 0.4452 -0.6909 0.7812 2.8 -1.3 -2.5
H 1.9964 -2.7717 -1.0484 1.6 -1.0 -1.7

---

84
Properties=species:S:1:pos:R:3:forces:R:3 method="wB97M-V/def2-TZVPD" max_force_ev_per_a=3.94 lumo_ev=0.3 total_charge=0 smiles="CN(C)C=O.BrCCBr.BrCCBr.BrCCBr.CCCC#N.CCCC#N.CCCC#N.CCCC#N"
C 2.7179 0.0468 0.1985 -0.1 0.0 0.0
N 1.6295 -0.8114 0.6445 2.3 -1.3 0.4
C 1.9307 -2.0153 1.4536 -0.8 0.7 0.5
C 0.3848 -0.4346 0.5101 -0.1 1.5 -0.5
O -0.5536 -1.0286 0.9446 -2.4 -1.3 1.0
H 2.7367 0.9765 0.7607 0.1 0.2 0.1
H 2.6352 0.2758 -0.8631 0.0 0.1 0.0
H 3.6519 -0.4720 0.3610 0.2 -0.1 0.0
H 2.1107 -1.7470 2.5127 0.1 0.0 -0.4
H 1.0463 -2.6604 1.4784 0.2 0.1 -0.3
H 2.7835 -2.5516 1.0673 0.2 0.0 -0.1
H 0.2365 0.5307 0.0213 0.3 0.2 -0.4
Br -1.6983 -2.8419 5.3558 0.0 -0.2 0.1
C -1.4037 -1.6433 3.8658 -0.5 -0.5 -0.2
C -1.9314 -0.2706 4.1372 0.1 0.5 0.1
Br -1.2254 0.5315 5.7717 0.2 0.1 -0.2
H -1.9498 -2.0787 3.0302 -0.1 0.1 0.0
H -0.3661 -1.7164 3.5955 0.4 0.3 0.1
H -3.0002 -0.2431 4.2984 -0.2 -0.3 -0.1
H -1.6974 0.3943 3.3056 0.2 0.0 0.1
Br 2.2610 -6.7859 0.0592 0.0 -0.2 -0.1
C 0.8624 -5.4454 -0.1538 -0.5 -0.7 -0.5
C -0.4909 -5.9737 0.3607 1.1 0.6 0.9
Br -1.5428 -4.4821 1.0366 -0.1 0.1 -0.2
H 0.8178 -5.2327 -1.2201 0.0 0.1 0.1
H 1.2598 -4.5994 0.3704 -0.3 0.4 0.3
H -0.3388 -6.5859 1.2444 0.0 -0.2 -0.2
H -1.0800 -6.4841 -0.3754 -0.1 -0.2 -0.4
Br -1.6462 2.1769 -0.8992 0.1 0.2 0.3
C -3.0953 3.4282 -0.6597 -0.3 0.5 -0.8
C -3.2690 4.3195 -1.8811 0.3 0.3 0.6
Br -1.7273 5.4817 -2.2123 -0.1 -0.2 0.0
H -2.9485 4.0564 0.2100 0.3 -0.2 0.3
H -4.0081 2.8427 -0.5671 0.0 -0.1 0.2
H -4.0636 5.0324 -1.6795 -0.2 -0.2 -0.1
H -3.4482 3.7530 -2.7796 -0.1 -0.1 -0.2
C 3.6307 -2.9090 -1.5691 -1.4 -0.1 -0.2
C 5.0407 -2.8686 -2.0858 0.3 1.4 0.9
C 5.5720 -4.1974 -2.5224 -0.1 -0.9 -0.8
C 4.7114 -4.8295 -3.5682 1.3 0.8 1.4
N 4.0643 -5.2834 -4.3868 -0.8 -0.5 -0.9
H 3.5273 -3.4322 -0.6132 0.2 0.0 -0.1
H 2.9366 -3.4133 -2.2638 0.4 0.0 0.1
H 3.1976 -1.9102 -1.4643 0.3 -0.1 0.1
H 5.6815 -2.5018 -1.2664 0.0 -0.2 -0.2
H 5.1453 -2.0731 -2.8282 -0.1 -0.4 -0.4
H 5.6310 -4.8701 -1.6617 -0.1 -0.1 -0.2
H 6.5798 -4.1025 -2.9296 0.0 -0.1 0.0
C -0.3712 2.1278 -4.6282 -0.3 0.3 0.5
C 0.6467 2.9621 -5.3832 -0.3 0.2 0.0
C 2.0270 2.3265 -5.3375 1.3 0.2 0.0
C 2.6277 2.2934 -3.9813 0.9 -0.2 2.8
N 3.0831 2.2623 -2.8941 -1.4 0.1 -3.2
H -0.1780 2.2447 -3.5566 0.1 -0.3 -0.1
H -0.3387 1.0728 -4.8977 0.0 0.0 0.0
H -1.4010 2.4792 -4.7403 0.1 0.0 -0.3
H 0.6656 3.9585 -4.9324 0.2 0.0 0.0
H 0.3883 3.1309 -6.4311 -0.1 -0.3 0.0
H 2.7392 2.8803 -5.9749 -0.3 0.0 0.3
H 2.0636 1.3048 -5.7342 -0.3 0.1 0.1
C -6.3095 0.2174 1.1842 -0.7 0.2 -0.4
C -5.2499 -0.8210 1.4123 0.4 0.1 0.2
C -3.9137 -0.4106 0.7906 0.4 0.0 -0.1
C -3.9934 -0.2303 -0.6672 0.2 -0.7 3.9
N -3.9888 -0.0843 -1.7785 -0.2 0.5 -3.7
H -6.4064 0.4430 0.1151 0.0 0.1 0.2
H -6.0948 1.1384 1.7272 0.1 0.1 -0.1
H -7.2845 -0.1346 1.5237 0.0 0.0 0.0
H -5.5438 -1.7823 0.9934 -0.1 -0.1 0.1
H -5.1255 -0.9297 2.4930 0.2 -0.3 -0.1
H -3.1253 -1.1490 0.9771 -0.1 0.1 0.0
H -3.5410 0.5449 1.1916 -0.1 -0.2 0.0
C 1.5482 2.8231 3.1626 -0.3 -0.1 -0.4
C 0.4680 3.6151 3.8658 0.0 -0.4 1.7
C 0.2510 4.9700 3.2409 0.3 0.5 0.6
C -0.6067 5.8422 4.0592 1.3 -1.7 -1.9
N -1.2358 6.5203 4.7057 -1.5 1.5 1.5
H 1.2353 1.7846 3.0974 0.3 -0.2 0.0
H 2.4852 2.8915 3.7003 0.3 -0.1 -0.1
H 1.6771 3.2052 2.1483 0.2 -0.2 -0.1
H 0.7844 3.7985 4.9043 0.0 0.0 -0.2
H -0.4224 3.0035 4.0387 -0.2 0.3 -0.6
H -0.0931 4.8885 2.2196 -0.2 0.2 -0.3
H 1.2349 5.4617 3.2423 -0.2 0.0 -0.3

---

67
Properties=species:S:1:pos:R:3:forces:R:3 method="wB97M-V/def2-TZVPD" max_force_ev_per_a=1.46 lumo_ev=-1.4 total_charge=0 smiles="N#COc1ccc2c(c1O)C(=O)C(N=C=O)=CC2=O.CCN(CC)CC.CCN(CC)CC"
N -9.4927 -2.9164 0.0367 0.2 -0.5 -0.4
C -8.7064 -3.6449 -0.3948 0.2 -0.3 0.3
O -7.7074 -4.4138 -0.8078 -0.5 1.2 0.4
C -6.6804 -3.5106 -1.1868 0.5 0.6 -1.0
C -5.5884 -3.2388 -0.3790 -0.1 -0.3 0.6
C -4.5875 -2.3204 -0.7459 -0.2 -0.1 -0.2
C -4.7044 -1.6598 -1.9681 -0.4 -0.2 0.0
C -5.8265 -1.9475 -2.7875 0.9 1.1 -0.3
C -6.8179 -2.8561 -2.4261 0.4 0.1 -0.2
O -7.8918 -3.0504 -3.2485 0.3 -0.6 0.5
C -5.8978 -1.1599 -4.0948 0.6 -0.1 1.3
O -6.2982 -1.6344 -5.1201 -0.3 0.2 -0.3
C -5.3621 0.2854 -3.9749 -0.6 -0.1 -0.6
N -6.0801 1.2962 -4.7285 -0.3 -0.6 0.9
C -7.2822 1.1703 -4.4704 -0.6 -0.6 -0.4
O -8.4011 0.9422 -4.2535 0.8 0.8 -0.2
C -4.3130 0.5590 -3.2132 0.5 -0.5 0.6
C -3.6886 -0.6102 -2.4474 -1.2 0.1 -0.5
O -2.5108 -0.7228 -2.2637 0.3 0.1 0.4
H -5.5519 -3.7619 0.5851 0.1 0.3 -0.4
H -3.7579 -2.1147 -0.0609 -0.3 -0.1 -0.4
H -7.5392 -3.3950 -4.0834 -0.3 0.3 -0.1
H -3.9109 1.5761 -3.1307 0.0 -0.6 -0.1
C 1.1856 0.0711 0.8883 0.0 0.0 -0.1
C 1.7864 -1.3272 0.8761 0.0 0.1 -0.1
N 0.8000 -2.3810 0.7136 -0.1 -0.3 0.2
C 1.3302 -3.7097 0.9782 0.1 -0.1 0.2
C 2.4223 -4.2438 0.0454 0.0 -0.2 0.0
C -0.0628 -2.2693 -0.4533 -0.1 0.3 -0.1
C 0.6026 -2.2222 -1.8320 -0.1 -0.1 -0.2
H 0.4137 0.1615 1.6546 0.0 -0.1 0.0
H 1.9650 0.8036 1.1095 0.0 0.0 0.0
H 0.7529 0.3389 -0.0770 0.0 0.0 0.0
H 2.2912 -1.4725 1.8359 0.0 -0.2 0.0
H 2.5668 -1.3716 0.1018 0.1 0.1 0.0
H 0.5025 -4.4250 0.9974 -0.1 0.1 -0.1
H 1.7280 -3.7126 1.9985 0.0 0.1 0.0
H 2.0161 -4.5489 -0.9184 0.1 0.1 0.0
H 2.8819 -5.1295 0.4900 0.0 0.0 0.0
H 3.2165 -3.5159 -0.1240 0.0 0.0 0.0
H -0.6723 -1.3688 -0.3419 0.1 0.0 0.0
H -0.7907 -3.0864 -0.4412 0.1 -0.1 0.1
H 1.4695 -1.5597 -1.8574 0.0 0.0 0.1
H -0.1114 -1.8483 -2.5685 0.0 0.0 0.1
H 0.9120 -3.2122 -2.1654 0.1 0.0 0.0
C 5.1256 5.2627 0.3382 0.0 0.0 0.0
C 5.4405 5.1184 1.8203 0.0 0.0 -0.2
N 4.4071 4.4228 2.5684 -0.2 0.1 0.2
C 4.5719 4.5285 4.0102 0.0 0.2 0.1
C 5.8119 3.8834 4.6383 0.0 -0.1 0.2
C 4.0424 3.1052 2.0741 -0.1 -0.1 -0.3
C 5.1459 2.0462 1.9727 -0.1 -0.2 0.0
H 4.1616 5.7515 0.1873 0.0 -0.1 0.0
H 5.8912 5.8753 -0.1416 0.0 0.0 0.0
H 5.1128 4.2993 -0.1738 0.0 0.0 0.0
H 5.5419 6.1273 2.2305 0.0 -0.1 0.2
H 6.4228 4.6354 1.9294 0.1 0.1 0.0
H 3.6797 4.1274 4.4999 0.0 -0.1 -0.1
H 4.5792 5.5927 4.2674 0.0 0.0 -0.1
H 5.7235 2.7984 4.6829 0.1 0.0 -0.1
H 5.9253 4.2343 5.6665 0.0 0.0 0.0
H 6.7282 4.1385 4.1049 0.0 0.0 0.0
H 3.5972 3.2253 1.0819 0.1 0.1 0.0
H 3.2273 2.7070 2.6855 0.1 0.2 0.1
H 6.0663 2.4417 1.5402 0.0 0.0 0.0
H 4.8107 1.2292 1.3284 0.0 0.0 0.0
H 5.3783 1.6077 2.9422 0.1 0.1 0.0

---

no.,HOMO-LUMO gap (eV),molecular weight (g mol⁻¹)
1,9.893,1520.92
2,8.153,329.78
3,10.142,913.11
4,6.738,458.56